A molecular structure, CH2CaO4 at a distorted geometry, computed with ωB97M-V/def2-TZVPD.

Geometry as ORCA input:
```
! wB97M-V def2-TZVPD RIJCOSX def2/J DEFGRID3
* xyz 0 1
O 1.41 -0.31 0.24
C 1.26 -0.08 -1.05
O 1.07 1.21 -1.26
O 0.83 -0.94 -1.85
Ca 0.35 1.36 0.81
H -2.04 0.17 0.15
O -1.67 0.83 0.87
H -2.25 0.85 1.64
*
```

The calculation puts the energy relative to the best compared isomer or geometry (same formula, charge and spin) at 0.0 kcal per mole. The lowest unoccupied orbital energy is -1.56 eV. The calculation puts the total energy at -1017.9093 a.u. Its HOMO energy is -7.41 eV. The HOMO-LUMO gap comes out at 5.8 eV.

Atom charges from the Löwdin analysis, given in e for atoms 1 to 5: number 1, O, carries -0.331; number 2, C, carries -0.928; number 3, O, carries -0.288; number 4, O, carries -0.046; number 5, Ca, carries 1.547

A molecular structure, CH2CaORb at a distorted geometry, computed with ωB97M-V/def2-TZVPD.

Geometry as ORCA input:
```
! wB97M-V def2-TZVPD RIJCOSX def2/J DEFGRID3
* xyz 1 1
H 0.27 -0.06 -0.24
O 2.38 0.16 -1.13
C 1.39 -0.48 -0.90
Rb -4.08 1.76 0.26
Ca -1.28 0.15 3.20
H 1.31 -1.53 -1.19
*
```

The calculation puts the energy relative to the best compared isomer or geometry (same formula, charge and spin) at 7.3 kcal per mole. The lowest unoccupied orbital energy is -4.07 eV. The calculation puts the total energy at -815.8988 a.u. Its HOMO energy is -9.27 eV. The HOMO-LUMO gap comes out at 5.2 eV.

Atom charges from the Löwdin analysis, given in e for atoms 1 to 5: number 1, H, carries 0.089; number 2, O, carries 0.003; number 3, C, carries -0.176; number 4, Rb, carries 0.412; number 5, Ca, carries 0.610

2 unconnected molecules or ions with the total composition CH2Cl2N2 at a distorted geometry, computed with ωB97M-V/def2-TZVPD.

Geometry as ORCA input:
```
! wB97M-V def2-TZVPD RIJCOSX def2/J DEFGRID3
* xyz 0 1
C 0.38 -1.17 -0.34
N 1.16 -0.38 -0.66
N -1.45 0.94 0.44
Cl -0.55 -2.42 0.16
Cl 3.14 -0.11 -0.35
H -0.69 1.39 -0.06
H -2.00 1.76 0.80
*
```

The calculation puts the energy relative to the best compared isomer or geometry (same formula, charge and spin) at 99.4 kcal per mole. The lowest unoccupied orbital energy (spin up / spin down) is -1.08 / -1.48 eV. The calculation puts the total energy at -1069.0138 a.u. Its HOMO energy (spin up / spin down) is -9.06 / -10.41 eV. The HOMO-LUMO gap (spin up / spin down) comes out at 8.0 / 8.9 eV.

Atom charges from the Löwdin analysis, given in e for atoms 1 to 5: number 1, C, carries -0.787; number 2, N, carries -0.253; number 3, N, carries 0.090; number 4, Cl, carries 0.781; number 5, Cl, carries 0.207

A molecular structure, CH2Cl2N2 at a distorted geometry, computed with ωB97M-V/def2-TZVPD.

Geometry as ORCA input:
```
! wB97M-V def2-TZVPD RIJCOSX def2/J DEFGRID3
* xyz 0 1
C 0.23 -0.18 -0.15
N 0.93 -0.49 -1.11
N -0.81 0.54 0.14
Cl 1.22 -0.10 2.00
Cl -2.14 0.68 -0.91
H 1.74 -1.23 -1.09
H -1.18 0.80 1.12
*
```

The calculation puts the energy relative to the best compared isomer or geometry (same formula, charge and spin) at 44.1 kcal per mole. The lowest unoccupied orbital energy is -1.19 eV. The calculation puts the total energy at -1069.1018 a.u. Its HOMO energy is -10.05 eV. The HOMO-LUMO gap comes out at 8.9 eV.

Atom charges from the Löwdin analysis, given in e for atoms 1 to 5: number 1, C, carries -0.581; number 2, N, carries 0.144; number 3, N, carries -0.470; number 4, Cl, carries -0.015; number 5, Cl, carries 0.656

2 unconnected molecules or ions with the total composition CH2Cl2NO3P at a distorted geometry, computed with ωB97M-V/def2-TZVPD.

Geometry as ORCA input:
```
! wB97M-V def2-TZVPD RIJCOSX def2/J DEFGRID3
* xyz 0 1
C 0.59 -0.82 -0.08
N 1.18 1.50 0.01
O 0.41 2.24 -0.40
O 2.26 1.46 0.41
O -1.62 0.37 1.26
P -1.20 -0.53 0.17
Cl -1.68 0.10 -1.63
Cl -2.11 -2.38 0.29
H 1.18 -0.92 -0.93
H 0.98 -1.03 0.90
*
```

The calculation puts the energy relative to the best compared isomer or geometry (same formula, charge and spin) at 50.4 kcal per mole. The lowest unoccupied orbital energy (spin up / spin down) is -1.19 / -1.44 eV. The calculation puts the total energy at -1581.4132 a.u. Its HOMO energy (spin up / spin down) is -10.10 / -10.06 eV. The HOMO-LUMO gap (spin up / spin down) comes out at 8.9 / 8.6 eV.

Atom charges from the Löwdin analysis, given in e for atoms 1 to 5: number 1, C, carries -0.123; number 2, N, carries -0.307; number 3, O, carries 0.136; number 4, O, carries 0.143; number 5, O, carries -0.396

A molecular structure, CH2Cl2O2 at a distorted geometry, computed with ωB97M-V/def2-TZVPD.

Geometry as ORCA input:
```
! wB97M-V def2-TZVPD RIJCOSX def2/J DEFGRID3
* xyz 0 3
C 0.15 0.55 0.85
O 0.28 0.75 -0.42
O -0.47 -0.34 1.38
Cl 1.16 1.43 1.85
Cl -2.43 1.17 0.41
H -0.67 0.90 -0.82
H -1.65 -0.20 1.10
*
```

The calculation puts the energy relative to the best compared isomer or geometry (same formula, charge and spin) at 0.0 kcal per mole. The lowest unoccupied orbital energy (spin up / spin down) is 0.48 / -5.44 eV. The calculation puts the total energy at -1109.9597 a.u. The expectation value of S² is 2.01. Its HOMO energy (spin up / spin down) is -6.36 / -11.19 eV. The HOMO-LUMO gap (spin up / spin down) comes out at 6.8 / 5.7 eV.

Atom charges from the Löwdin analysis, given in e for atoms 1 to 5: number 1, C, carries -1.255; number 2, O, carries -0.043; number 3, O, carries -0.041; number 4, Cl, carries 0.780; number 5, Cl, carries 0.454

2 unconnected molecules or ions with the total composition CH2Cl2S2 at a distorted geometry, computed with ωB97M-V/def2-TZVPD.

Geometry as ORCA input:
```
! wB97M-V def2-TZVPD RIJCOSX def2/J DEFGRID3
* xyz 0 1
C 1.09 0.08 0.41
S 2.28 -0.08 -0.93
S 0.32 1.41 0.85
Cl -2.89 0.93 -0.76
Cl 0.75 -1.54 1.16
H 2.33 -1.33 -0.66
H -3.87 0.53 -0.07
*
```

The calculation puts the energy relative to the best compared isomer or geometry (same formula, charge and spin) at 4.8 kcal per mole. The lowest unoccupied orbital energy is -0.56 eV. The calculation puts the total energy at -1756.0331 a.u. As for the structure (SMILES): S=C(S)Cl.Cl. Its HOMO energy is -9.42 eV. The HOMO-LUMO gap comes out at 8.9 eV.

Atom charges from the Löwdin analysis, given in e for atoms 1 to 5: number 1, C, carries -1.601; number 2, S, carries 0.708; number 3, S, carries 0.596; number 4, Cl, carries 0.277; number 5, Cl, carries 0.478

A molecular structure, CH2Cl2S2 at a distorted geometry, computed with ωB97M-V/def2-TZVPD.

Geometry as ORCA input:
```
! wB97M-V def2-TZVPD RIJCOSX def2/J DEFGRID3
* xyz 0 1
C -0.46 1.76 -0.32
S 1.13 -2.60 0.64
S -0.07 0.60 -1.46
Cl -2.05 1.99 0.24
Cl 0.60 2.57 0.69
H 0.65 -2.74 -0.67
H 0.19 -1.58 0.88
*
```

The calculation puts the energy relative to the best compared isomer or geometry (same formula, charge and spin) at 15.9 kcal per mole. The lowest unoccupied orbital energy is -1.22 eV. The calculation puts the total energy at -1756.0154 a.u. Its HOMO energy is -9.60 eV. The HOMO-LUMO gap comes out at 8.4 eV.

Atom charges from the Löwdin analysis, given in e for atoms 1 to 5: number 1, C, carries -1.758; number 2, S, carries 0.392; number 3, S, carries 0.574; number 4, Cl, carries 0.575; number 5, Cl, carries 0.611

2 unconnected molecules or ions with the total composition CH2Cl2S2 at a distorted geometry, computed with ωB97M-V/def2-TZVPD.

Geometry as ORCA input:
```
! wB97M-V def2-TZVPD RIJCOSX def2/J DEFGRID3
* xyz 0 3
C -0.60 -0.90 0.02
S 0.42 0.01 -0.90
S -0.53 -1.07 1.59
Cl -2.28 1.67 0.45
Cl -1.94 -1.77 -1.02
H -0.37 0.04 -2.00
H -1.89 0.33 -0.28
*
```

The calculation puts the energy relative to the best compared isomer or geometry (same formula, charge and spin) at 31.2 kcal per mole. The lowest unoccupied orbital energy (spin up / spin down) is -0.19 / -3.81 eV. The calculation puts the total energy at -1755.8979 a.u. The expectation value of S² is 2.01. Its HOMO energy (spin up / spin down) is -7.51 / -10.01 eV. The HOMO-LUMO gap (spin up / spin down) comes out at 7.3 / 6.2 eV.

Atom charges from the Löwdin analysis, given in e for atoms 1 to 5: number 1, C, carries -1.772; number 2, S, carries 0.714; number 3, S, carries 0.777; number 4, Cl, carries 0.066; number 5, Cl, carries 0.467

CH2Cl3N in the gas phase at a distorted geometry, computed with ωB97M-V/def2-TZVPD.

Geometry as ORCA input:
```
! wB97M-V def2-TZVPD RIJCOSX def2/J DEFGRID3
* xyz 0 1
C -1.33 0.15 0.93
N 1.09 0.37 -1.30
Cl -0.39 0.97 -0.31
Cl -2.02 -1.32 0.46
Cl -0.28 -0.12 2.35
H 1.13 -0.69 -1.57
H 1.80 0.65 -0.55
*
```

The calculation puts the energy relative to the best compared isomer or geometry (same formula, charge and spin) at 107.1 kcal per mole. The lowest unoccupied orbital energy (spin up / spin down) is -0.62 / -0.63 eV. The calculation puts the total energy at -1474.4642 a.u. Its HOMO energy (spin up / spin down) is -8.52 / -8.52 eV. The HOMO-LUMO gap (spin up / spin down) comes out at 7.9 / 7.9 eV.

Atom charges from the Löwdin analysis, given in e for atoms 1 to 5: number 1, C, carries -1.496; number 2, N, carries -0.291; number 3, Cl, carries 0.756; number 4, Cl, carries 0.525; number 5, Cl, carries 0.420